(1)
14
Properties=species:S:1:pos:R:3 method="wB97M-V/def2-TZVPD" lumo_ev=1.255 smiles="C=CN.C=C" e_homo_ha=-0.307 fmax_ha_per_bohr=0.023
H -1.18 -4.21 -1.88
H -0.74 -4.78 -4.09
H -2.86 -1.92 -3.14
N -0.99 -3.82 -3.88
C 2.23 5.02 3.66
C -1.63 -3.61 -2.65
H 3.24 3.22 4.03
H 1.47 5.70 4.04
C -2.47 -2.61 -2.41
C 2.43 3.89 4.33
H 1.96 3.72 5.29
H 2.84 5.25 2.80
H -1.42 -3.38 -4.68
H -2.88 -2.46 -1.42

(2)
14
Properties=species:S:1:pos:R:3 method="wB97M-V/def2-TZVPD" lumo_ev=1.182 smiles="C/C=C/CN" e_homo_ha=-0.322 fmax_ha_per_bohr=0.080
H 2.30 -0.58 1.16
H 2.65 -1.08 -0.46
H 1.41 1.00 -1.19
H 1.06 1.38 0.46
C 0.03 -0.27 -0.19
H -1.35 1.40 0.31
H -2.60 -1.04 -0.66
C 1.27 0.56 -0.17
H -2.81 -0.63 1.04
C -1.22 0.29 0.07
H -3.22 0.65 -0.04
H 0.17 -1.34 -0.65
C -2.56 -0.23 0.04
N 2.47 -0.26 0.22

(3)
14
Properties=species:S:1:pos:R:3 method="wB97M-V/def2-TZVPD" lumo_ev=1.046 smiles="CC(C)=CN" e_homo_ha=-0.284 fmax_ha_per_bohr=0.064
C -0.29 0.22 0.05
H -0.72 1.71 1.60
H -1.38 -0.29 -1.84
H -0.03 -1.31 -1.51
C -1.18 1.22 0.71
N 1.74 -1.25 0.43
C 0.76 -0.25 0.79
H -2.17 0.73 1.01
H 1.51 -1.65 -0.45
H 0.19 0.29 -1.94
H 2.72 -0.98 0.74
H 0.77 -0.08 1.89
H -1.49 1.95 -0.12
C -0.43 -0.31 -1.36

(4)
14
Properties=species:S:1:pos:R:3 method="wB97M-V/def2-TZVPD" lumo_ev=1.060 smiles="C=CN.C=C" e_homo_ha=-0.320 fmax_ha_per_bohr=0.046
H 2.56 1.55 -1.48
H 0.56 -1.37 1.18
H -0.82 -1.04 2.08
H -0.03 1.67 -0.75
C -1.09 -1.37 0.10
C 2.08 1.18 -0.59
H 2.78 0.76 0.13
C -1.90 -0.38 -0.33
H -1.89 0.69 -0.22
N -0.43 -1.58 1.34
C 0.85 1.42 -0.16
H 0.35 1.10 0.75
H -0.79 -2.01 -0.72
H -2.25 -0.64 -1.32

(5)
14
Properties=species:S:1:pos:R:3 method="wB97M-V/def2-TZVPD" lumo_ev=1.169 smiles="CN1C=C1.C" e_homo_ha=-0.307 fmax_ha_per_bohr=0.005
H 1.76 -0.51 -0.43
H -1.44 -1.65 -0.98
H 0.67 -0.93 2.61
H -0.49 2.92 -1.30
H -2.07 -1.88 0.67
C 0.60 -0.83 1.54
H -0.08 1.64 -0.14
C 0.32 2.30 -0.90
N -0.44 -0.57 0.52
H 1.11 2.94 -0.49
H 0.73 1.70 -1.72
H -0.55 -2.69 0.17
C 1.04 -0.66 0.35
C -1.16 -1.77 0.08

(6)
14
Properties=species:S:1:pos:R:3 method="wB97M-V/def2-TZVPD" lumo_ev=1.037 smiles="C=C(C)NC" e_homo_ha=-0.293 fmax_ha_per_bohr=0.049
C -1.52 0.25 -0.04
H 0.95 1.23 -1.71
N 0.68 -0.62 -0.04
H -0.07 2.58 -0.97
C -0.19 0.46 -0.17
C 0.43 1.62 -0.84
H 1.64 -0.30 0.01
C 0.39 -1.66 0.98
H -2.24 1.03 -0.27
H 1.26 2.03 -0.22
H -0.38 -1.24 1.62
H 1.37 -1.86 1.42
H 0.03 -2.62 0.59
H -1.92 -0.75 0.09

(7)
15
Properties=species:S:1:pos:R:3 method="wB97M-V/def2-TZVPD" lumo_ev="-4.301 / -4.666" charge=+1 e_homo_ha="-0.471 / -0.453" fmax_ha_per_bohr=0.115
N 1.41 0.73 -0.72
H -0.97 1.07 -1.17
H 1.89 0.49 -1.59
H 1.65 -1.92 -0.20
C 2.02 0.66 0.49
H -0.16 -2.27 0.23
H -2.50 1.08 0.17
H -0.78 -0.43 1.43
C -1.55 0.66 -0.30
H -1.86 -0.26 -0.67
C 0.73 -1.56 -0.07
C 0.71 -0.17 0.28
H 3.03 0.66 0.53
N -0.52 0.43 0.77
H -0.35 1.36 1.32

(8)
15
Properties=species:S:1:pos:R:3 method="wB97M-V/def2-TZVPD" lumo_ev=-6.368 charge=+1 e_homo_ha=-0.538 fmax_ha_per_bohr=0.078
H 0.08 1.04 -1.59
C 0.01 -1.57 -0.80
H 0.65 -2.21 -0.16
H 1.66 0.95 -0.74
H 0.51 2.98 -0.07
H 0.36 -1.49 -1.83
N -0.20 -0.96 1.94
H 0.70 -1.52 1.68
N 0.17 2.07 0.26
H -0.98 -2.04 -0.72
C -0.85 -0.33 1.10
H -0.80 2.09 0.34
C 0.51 1.02 -0.54
H -1.73 0.26 1.28
C -0.08 -0.28 -0.15

(9)
15
Properties=species:S:1:pos:R:3 method="wB97M-V/def2-TZVPD" lumo_ev=-3.887 charge=+1 e_homo_ha=-0.535 fmax_ha_per_bohr=0.104
H 0.89 1.88 -0.28
H -1.36 1.75 -0.83
C 2.29 -0.54 -0.04
H 2.86 0.44 0.07
C -1.93 -0.16 -0.02
N 0.86 -0.23 0.03
H -0.10 -1.03 -0.09
H 2.45 -1.14 0.95
C 0.30 0.92 -0.01
H -2.98 0.12 -0.23
N -1.41 -1.32 -0.01
H 2.64 -1.09 -0.83
H -1.73 -2.24 0.20
H -1.65 1.57 0.98
C -1.12 1.06 0.12

(10)
15
Properties=species:S:1:pos:R:3 method="wB97M-V/def2-TZVPD" lumo_ev=-4.782 charge=+1 e_homo_ha=-0.544 fmax_ha_per_bohr=0.092
C 2.43 0.05 -1.10
C -0.47 0.16 0.56
H -2.21 1.03 1.17
H 4.35 0.28 -0.83
H -1.33 0.09 2.46
H -1.33 -1.68 0.76
H -1.93 -0.76 -0.65
H -0.47 -1.64 -0.75
N 0.79 0.52 0.26
H -0.61 1.70 1.94
C -1.09 -1.00 -0.08
N 3.49 0.18 -0.41
H 1.18 1.34 0.78
H 3.55 0.41 0.59
C -1.19 0.84 1.64

(11)
15
Properties=species:S:1:pos:R:3 method="wB97M-V/def2-TZVPD" lumo_ev=-3.688 smiles=C1N[C@@H]1[C@H]1C[NH2+]1 charge=+1 e_homo_ha=-0.510 fmax_ha_per_bohr=0.063
H 1.88 1.34 0.71
H -1.36 1.47 0.61
C -0.90 -0.35 -0.49
H 2.19 -0.91 -1.06
N -2.07 -0.60 0.31
H 2.49 -1.14 0.59
H 0.17 -0.66 1.27
C -1.76 0.77 -0.13
N 1.45 0.67 0.01
C 1.79 -0.74 -0.15
H 1.06 1.09 -0.89
H -1.95 -0.82 1.29
C 0.41 -0.47 0.28
H -2.53 1.16 -0.80
H -0.88 -0.80 -1.54

(12)
15
Properties=species:S:1:pos:R:3 method="wB97M-V/def2-TZVPD" lumo_ev=-5.142 charge=+1 e_homo_ha=-0.522 fmax_ha_per_bohr=0.100
H 1.31 0.96 -0.38
H 2.35 -1.16 0.34
H 2.89 1.66 -0.81
H -2.47 -0.82 1.94
C -2.42 -1.02 0.86
N 2.36 0.86 -0.50
H 3.88 -0.57 -0.14
C -1.38 -0.12 0.30
H -1.29 0.69 -1.74
H -2.16 -2.13 0.72
H -1.32 1.97 -0.30
C 2.87 -0.25 -0.05
N -0.18 0.13 0.02
H -3.45 -0.71 0.59
C -1.25 0.89 -0.64

(13)
15
Properties=species:S:1:pos:R:3 method="wB97M-V/def2-TZVPD" lumo_ev=-3.557 smiles="C=C[C@H]1NC[NH2+]1" charge=+1 e_homo_ha=-0.532 fmax_ha_per_bohr=0.082
C 0.06 -0.33 -0.49
H -2.09 0.19 1.41
N -1.03 -1.19 -0.15
N -0.75 0.92 -0.20
H 2.29 0.90 -0.95
C -1.86 -0.08 0.30
H -0.85 1.48 -0.95
H 3.29 0.11 0.36
H 0.25 -0.43 -1.49
H 1.18 -1.11 1.17
C 1.26 -0.36 0.38
H -0.32 1.46 0.48
H -2.83 0.13 -0.36
C 2.33 0.23 -0.09
H -0.92 -1.93 0.58

(14)
15
Properties=species:S:1:pos:R:3 method="wB97M-V/def2-TZVPD" lumo_ev=-4.334 charge=+1 e_homo_ha=-0.543 fmax_ha_per_bohr=0.097
H -2.39 2.04 -0.03
H -1.45 -1.87 0.91
H 1.11 1.90 0.55
C -1.81 1.18 -0.38
C -0.01 -0.47 0.33
H -2.07 0.71 -1.29
H 0.07 -2.68 0.21
H 2.69 1.21 0.32
C -0.65 -1.83 0.13
N -0.96 0.66 0.40
H -1.12 -1.88 -0.83
H 1.66 1.26 -0.99
H 1.94 -1.10 0.23
N 1.25 -0.26 0.36
C 1.74 1.12 0.08

(15)
15
Properties=species:S:1:pos:R:3 method="wB97M-V/def2-TZVPD" lumo_ev=-3.829 charge=+1 e_homo_ha=-0.552 fmax_ha_per_bohr=0.097
H -1.30 1.09 0.82
H -1.05 -1.66 -0.05
H -2.98 -0.54 -0.97
H -3.39 0.87 -0.44
C 1.12 -0.44 0.76
H 2.55 1.34 0.56
H 1.21 -0.88 1.75
N -2.69 0.14 -0.42
C 1.71 -0.40 -0.60
C 1.63 0.89 0.11
N -0.77 -0.76 0.35
H 0.94 -0.49 -1.39
H 0.88 1.65 -0.09
C -1.64 0.17 0.35
H 2.67 -0.90 -0.93

(16)
15
Properties=species:S:1:pos:R:3 method="wB97M-V/def2-TZVPD" lumo_ev=-4.397 smiles="[H]/N=C/C=[N+](C)C" charge=+1 e_homo_ha=-0.550 fmax_ha_per_bohr=0.217
N -0.53 0.15 -0.08
H 0.55 0.65 -1.91
H 3.33 -0.89 1.12
H -1.84 1.68 -0.88
H -0.47 -0.98 1.68
C -1.82 0.57 -0.54
C 0.59 0.69 -0.82
C 1.51 -0.49 1.02
H -2.63 0.39 0.14
N 2.43 -1.19 0.59
H 0.77 1.76 -0.57
H -1.95 -0.06 -1.50
H 1.57 0.36 1.73
H 1.38 0.06 -0.41
C -0.10 -0.56 0.76

(17)
15
Properties=species:S:1:pos:R:3 method="wB97M-V/def2-TZVPD" lumo_ev=-7.562 charge=+1 e_homo_ha=-0.431 fmax_ha_per_bohr=0.107
H -0.23 -1.17 1.75
N -0.30 -2.44 -2.34
C -0.64 -0.48 1.03
H -0.31 -4.28 -3.39
C 1.27 1.04 1.40
N -0.31 -3.41 -2.89
H 0.14 1.88 -1.01
H 2.06 0.33 1.11
H 1.60 2.04 1.12
H -1.51 1.31 -0.66
H 1.18 0.97 2.48
C -0.01 0.69 0.74
H -0.77 2.60 0.29
C -0.58 1.66 -0.22
H -1.59 -0.73 0.59